No. 1
This record from the Open Molecules 2025 dataset describes a 8-piece molecular cluster, C10H36O10S overall in a non-equilibrium geometry. The level of theory is the ωB97M-V functional and the def2-TZVPD basis.

Each line ends with the natural charge from an NBO analysis.
Geometry (Å):
O: 0.37 0.53 -1.46  -0.991
S: 0.07 0.56 -2.87  2.424
O: -0.30 -0.63 -3.53  -0.914
O: -1.14 1.56 -3.11  -0.715
C: -1.05 2.90 -2.61  -0.088
C: -1.26 3.89 -3.73  -0.627
C: 1.35 1.37 -3.76  -0.909
H: -0.10 3.09 -2.11  0.189
H: -1.82 3.02 -1.84  0.208
H: -0.48 3.78 -4.48  0.207
H: -1.22 4.90 -3.31  0.225
H: -2.24 3.76 -4.19  0.223
H: 1.47 2.39 -3.41  0.249
H: 1.00 1.38 -4.79  0.258
H: 2.27 0.82 -3.63  0.273
C: 0.84 -2.96 -1.44  -0.257
O: 1.91 -3.38 -0.56  -0.757
H: 0.01 -3.66 -1.39  0.178
H: 0.56 -1.95 -1.17  0.176
H: 1.27 -2.93 -2.44  0.195
H: 1.53 -3.59 0.30  0.474
C: 3.67 -0.15 -0.61  -0.254
O: 3.77 -1.30 -1.43  -0.751
H: 3.53 -0.40 0.45  0.162
H: 4.54 0.51 -0.69  0.171
H: 2.84 0.47 -0.96  0.163
H: 3.32 -2.04 -1.00  0.498
C: -0.03 -2.56 6.96  -0.247
O: -0.27 -2.36 5.58  -0.719
H: 0.96 -2.19 7.26  0.157
H: -0.77 -2.04 7.57  0.164
H: 0.00 -3.63 7.15  0.184
H: -0.02 -1.46 5.36  0.462
C: -3.37 0.86 -0.36  -0.248
O: -3.10 1.37 0.94  -0.746
H: -2.45 0.79 -0.97  0.158
H: -3.77 -0.16 -0.30  0.157
H: -4.09 1.50 -0.85  0.176
H: -2.28 0.95 1.24  0.493
C: 1.28 3.01 0.81  -0.246
O: 2.50 3.52 0.26  -0.734
H: 1.42 2.05 1.31  0.172
H: 0.92 3.69 1.58  0.168
H: 0.55 2.85 0.03  0.171
H: 3.23 3.11 0.72  0.469
C: -2.84 -2.59 1.19  -0.251
O: -2.66 -3.99 1.40  -0.723
H: -2.14 -2.03 1.79  0.188
H: -2.68 -2.26 0.15  0.156
H: -3.88 -2.32 1.40  0.165
H: -3.29 -4.46 0.85  0.464
C: 0.47 -0.82 1.68  -0.261
O: -0.46 0.21 1.26  -0.770
H: 0.83 -0.62 2.69  0.174
H: 0.07 -1.84 1.72  0.170
H: 1.28 -0.86 0.96  0.179
H: -0.12 0.36 0.37  0.506

Properties
Energy above the lowest of the compared OMol25 structures with the same formula, charge and spin, eV: 0.0000
DFT total energy, eV: -42260.571
Max |F|, eV/A: 1.37
Lowest unoccupied orbital energy, eV: 0.419
Structure (SMILES): CCOS(C)(=O)=O.CO.CO.CO.CO.CO.CO.CO


No. 2
This record from the Open Molecules 2025 dataset describes a 3-piece molecular cluster, C14H21F2NO8 overall. The level of theory is the ωB97M-V functional and the def2-TZVPD basis.

Each line ends with the natural charge from an NBO analysis.
Geometry (Å):
C: -2.92 2.34 -2.97  -0.603
C: -2.72 0.86 -2.73  -0.424
C: -2.45 0.54 -1.27  -0.059
O: -1.61 -0.59 -1.19  -0.545
C: -1.21 -0.97 0.12  -0.071
C: -0.19 -0.05 0.79  -0.083
C: -0.66 1.13 1.66  -0.418
C: 0.67 1.84 1.90  -0.538
C: 1.53 1.43 0.71  0.713
O: 2.67 1.74 0.53  -0.552
N: 0.81 0.52 -0.15  -0.651
H: -2.04 2.92 -2.69  0.200
H: -3.77 2.73 -2.39  0.204
H: -3.12 2.56 -4.02  0.218
H: -1.86 0.49 -3.31  0.216
H: -3.59 0.30 -3.08  0.204
H: -3.39 0.33 -0.73  0.170
H: -1.99 1.40 -0.77  0.151
H: -2.09 -1.05 0.77  0.172
H: -0.77 -1.96 0.01  0.214
H: 0.39 -0.69 1.46  0.197
H: -1.32 1.78 1.09  0.199
H: -1.18 0.83 2.56  0.223
H: 0.60 2.93 1.95  0.246
H: 1.19 1.52 2.81  0.244
H: 0.31 1.11 -0.82  0.376
C: 5.21 1.58 2.13  -0.128
C: 5.16 2.71 3.15  0.446
O: 6.09 2.30 4.12  -0.497
C: 6.97 1.42 3.55  0.969
O: 7.96 1.03 4.06  -0.555
O: 6.53 1.07 2.32  -0.486
F: 3.94 2.82 3.73  -0.333
H: 4.48 0.82 2.40  0.200
H: 5.06 1.88 1.10  0.231
H: 5.45 3.69 2.77  0.152
C: -2.79 -3.48 -2.47  -0.139
C: -1.88 -4.58 -1.96  0.447
O: -2.72 -5.29 -1.08  -0.495
C: -4.02 -5.06 -1.42  0.968
O: -4.95 -5.65 -0.98  -0.550
O: -4.09 -4.07 -2.34  -0.487
F: -0.82 -4.09 -1.27  -0.331
H: -2.72 -2.60 -1.83  0.220
H: -2.62 -3.19 -3.51  0.209
H: -1.51 -5.26 -2.72  0.154

Properties
DFT total energy, eV: -38163.553
Max |F|, eV/A: 0.84
Lowest unoccupied orbital energy, eV: 0.408
Structure (SMILES): CCCOC[C@@H]1CCC(=O)N1.O=C1OC[C@@H](F)O1.O=C1OC[C@@H](F)O1


No. 3
This record from the Open Molecules 2025 dataset describes one molecule with the formula C5H13NO in a non-equilibrium geometry. The level of theory is the ωB97M-V functional and the def2-TZVPD basis.

Each line ends with the natural charge from an NBO analysis.
Geometry (Å):
C: 2.06 0.45 -0.60  -0.071
O: 2.91 0.21 0.62  -0.739
C: 0.98 -0.61 -0.76  -0.427
C: -0.02 -0.73 0.34  -0.428
C: -0.85 0.48 0.53  -0.213
C: -2.98 -0.49 -0.04  -0.434
N: -2.12 0.74 -0.18  -0.624
H: 1.67 1.44 -0.62  0.169
H: 2.68 0.38 -1.51  0.171
H: 3.82 0.36 0.30  0.470
H: 1.50 -1.60 -0.86  0.210
H: 0.50 -0.58 -1.75  0.217
H: -0.62 -1.60 0.25  0.211
H: 0.58 -0.81 1.31  0.228
H: -1.16 0.58 1.64  0.157
H: -0.23 1.27 0.27  0.188
H: -2.86 -1.29 -0.80  0.192
H: -2.80 -1.02 0.90  0.165
H: -4.03 -0.15 -0.04  0.199
H: -2.63 1.55 0.28  0.359

Properties
Energy above the lowest of the compared OMol25 structures with the same formula, charge and spin, eV: 2.0954
DFT total energy, eV: -8931.915
Max |F|, eV/A: 4.01
Lowest unoccupied orbital energy, eV: 0.938
Structure (SMILES): CNCCCCO


No. 4
This record from the Open Molecules 2025 dataset describes C33H34CsN5PS2 as an isolated structure in a non-equilibrium geometry. The level of theory is the ωB97M-V functional and the def2-TZVPD basis.

Each line ends with the Mulliken charge.
Geometry (Å):
Cs: -2.31 0.13 1.02  1.022
C: -0.91 4.56 2.68  -0.717
C: -1.12 4.37 4.03  -0.373
C: -1.04 3.10 4.62  -0.848
C: -0.77 2.02 3.70  0.201
N: -0.82 2.23 2.38  0.195
C: -0.71 3.46 1.88  -0.369
C: -0.46 0.65 4.22  0.551
C: 0.18 0.52 5.48  -0.806
C: 0.25 -0.68 6.09  -0.550
C: -0.29 -1.80 5.46  -0.696
C: -0.80 -1.64 4.19  0.193
N: -0.91 -0.41 3.56  0.010
C: -1.19 -2.82 3.42  0.377
C: -0.51 -4.03 3.61  -0.728
C: -1.08 -5.21 3.11  -0.385
C: -2.28 -5.11 2.38  -0.533
C: -2.80 -3.85 2.11  -0.215
N: -2.27 -2.75 2.60  -0.254
H: -0.93 5.52 2.25  0.467
H: -1.21 5.24 4.70  0.354
H: -1.11 3.01 5.71  0.463
H: -0.45 3.57 0.85  0.479
H: 0.62 1.38 5.96  0.511
H: 0.76 -0.73 7.04  0.434
H: -0.37 -2.76 5.99  0.486
H: 0.38 -4.01 4.24  0.490
H: -0.63 -6.22 3.29  0.370
H: -2.95 -5.90 2.00  0.328
H: -3.74 -3.68 1.59  0.437
S: -3.69 1.56 -2.02  -0.411
C: -3.99 0.05 -2.56  0.379
S: -3.14 -1.28 -1.90  -0.567
C: -5.02 -0.23 -3.59  -0.137
C: -5.60 -1.51 -3.75  0.167
N: -6.11 -2.54 -3.87  -0.664
C: -5.26 0.62 -4.66  0.198
N: -5.44 1.39 -5.53  -0.676
C: 2.36 -0.63 -4.26  -1.696
C: 1.31 -1.19 -3.29  1.682
C: 1.65 -2.65 -2.95  -1.799
C: -0.08 -1.13 -4.00  -1.619
P: 1.16 -0.17 -1.62  0.193
C: 1.07 1.52 -2.33  0.956
C: 2.16 2.40 -2.66  -0.032
C: 1.92 3.76 -2.82  -1.004
C: 0.59 4.23 -2.90  -0.741
C: -0.48 3.38 -2.60  -0.550
C: -0.25 2.01 -2.38  -0.206
C: 2.73 -0.08 -0.54  1.710
C: 2.55 1.15 0.41  -1.655
C: 2.81 -1.35 0.42  -1.610
C: 3.99 -0.04 -1.40  -1.518
H: 1.91 -0.62 -5.25  0.467
H: 3.20 -1.32 -4.34  0.400
H: 2.72 0.40 -4.04  0.182
H: 1.85 -3.26 -3.82  0.456
H: 0.78 -3.14 -2.44  0.309
H: 2.47 -2.68 -2.27  0.459
H: -0.15 -1.76 -4.90  0.485
H: -0.36 -0.11 -4.31  0.422
H: -0.93 -1.42 -3.37  0.043
H: 3.19 2.04 -2.80  0.202
H: 2.70 4.46 -3.14  0.349
H: 0.43 5.25 -3.18  0.430
H: -1.48 3.82 -2.46  0.362
H: -1.08 1.29 -2.26  0.012
H: 1.64 0.99 1.04  0.342
H: 2.43 2.13 -0.10  0.250
H: 3.45 1.33 1.03  0.478
H: 1.95 -1.32 1.12  0.242
H: 3.69 -1.25 1.07  0.486
H: 2.92 -2.26 -0.13  0.396
H: 4.13 1.01 -1.76  0.185
H: 3.91 -0.74 -2.23  0.185
H: 4.85 -0.26 -0.79  0.566

Properties
Energy above the lowest of the compared OMol25 structures with the same formula, charge and spin, eV: 1.0662
DFT total energy, eV: -73730.330
Charge: -1
Max |F|, eV/A: 2.84
Lowest unoccupied orbital energy, eV: 1.061


No. 5
This record from the Open Molecules 2025 dataset describes one molecule with the formula C4H3NO. The level of theory is the ωB97M-V functional and the def2-TZVPD basis.

Each line ends with the natural charge from an NBO analysis.
Geometry (Å):
O: -0.06 -1.82 1.29  -0.645
C: 0.48 -0.22 -0.68  -0.225
C: -0.39 0.94 -0.73  -0.053
C: -1.15 1.88 -0.74  -0.206
C: 0.60 -0.96 0.53  0.511
N: 1.61 -0.24 0.41  -0.340
H: 0.02 -1.57 2.21  0.505
H: 0.69 -0.71 -1.63  0.216
H: -1.81 2.72 -0.75  0.237

Properties
Energy above the lowest of the compared OMol25 structures with the same formula, charge and spin, eV: 2.6521
DFT total energy, eV: -7730.092
Max |F|, eV/A: 0.68
Lowest unoccupied orbital energy, eV: 0.466
Structure (SMILES): C#C[C@H]1N=C1O


No. 6
This record from the Open Molecules 2025 dataset describes C14H31FGaO3 as an isolated structure in a non-equilibrium geometry. The level of theory is the ωB97M-V functional and the def2-TZVPD basis.

Each line ends with the natural charge from an NBO analysis.
Geometry (Å):
C: 3.08 2.03 -0.35  -0.418
C: 2.06 1.39 -0.60  0.044
C: 0.85 0.44 -0.89  -0.974
Ga: 1.22 -1.33 0.19  1.376
O: -0.36 -2.23 0.71  -1.182
C: 2.51 -2.52 -0.89  -0.950
C: 3.46 -1.72 -1.88  0.194
C: 2.84 -1.58 -3.35  -0.660
F: 4.69 -2.50 -2.04  -0.431
H: 4.06 2.27 0.13  0.235
H: 0.82 0.18 -1.99  0.219
H: -0.12 0.91 -0.53  0.240
H: 2.04 -0.85 1.50  -0.392
H: -0.25 -2.66 1.58  0.461
H: 3.19 -3.02 -0.13  0.219
H: 1.95 -3.37 -1.42  0.195
H: 3.70 -0.73 -1.41  0.185
H: 3.54 -2.07 -4.08  0.217
H: 2.76 -0.48 -3.60  0.209
H: 1.85 -2.11 -3.42  0.212
C: -4.10 -2.39 3.77  -0.643
C: -2.94 -3.34 3.56  -0.068
O: -1.72 -2.88 4.13  -0.525
C: -1.71 -2.69 5.53  -0.062
C: -1.99 -3.95 6.32  -0.643
H: -3.84 -1.39 3.41  0.222
H: -4.98 -2.74 3.23  0.209
H: -4.37 -2.31 4.82  0.191
H: -2.75 -3.45 2.49  0.210
H: -3.17 -4.35 3.93  0.148
H: -2.41 -1.89 5.81  0.155
H: -0.71 -2.33 5.78  0.190
H: -3.01 -4.32 6.16  0.198
H: -1.87 -3.77 7.39  0.207
H: -1.31 -4.75 6.03  0.213
C: 0.48 3.05 -4.39  -0.647
C: -0.84 3.37 -3.72  -0.060
O: -0.70 3.81 -2.38  -0.528
C: 0.04 5.00 -2.18  -0.063
C: -0.56 6.21 -2.87  -0.643
H: 1.06 2.34 -3.79  0.235
H: 0.31 2.62 -5.38  0.206
H: 1.09 3.94 -4.52  0.195
H: -1.45 2.46 -3.68  0.190
H: -1.42 4.09 -4.30  0.146
H: 1.08 4.85 -2.48  0.168
H: 0.05 5.18 -1.10  0.189
H: -0.53 6.12 -3.95  0.197
H: -0.01 7.12 -2.59  0.208
H: -1.61 6.34 -2.58  0.206

Properties
DFT total energy, eV: -76254.777
Charge: -1
Max |F|, eV/A: 1.97
Lowest unoccupied orbital energy, eV: 2.852


No. 7
This record from the Open Molecules 2025 dataset describes one molecule with the formula C4H4O2S2 in a non-equilibrium geometry. The level of theory is the ωB97M-V functional and the def2-TZVPD basis.

Each line ends with the natural charge from an NBO analysis.
Geometry (Å):
C: -3.04 -0.03 0.50  -0.633
C: -1.74 0.01 -0.47  0.353
C: 0.32 -0.74 -0.21  0.044
C: 0.28 0.63 -0.19  0.090
H: -2.77 0.62 1.63  0.228
H: -4.05 0.59 -0.02  0.227
H: -3.19 -1.09 0.67  0.228
H: -2.20 -0.03 -1.53  0.177
O: -0.98 -1.18 -0.05  -0.461
O: -0.98 1.01 -0.22  -0.449
S: 1.74 -1.48 0.10  0.132
S: 1.58 1.61 0.13  0.063

Properties
Energy above the lowest of the compared OMol25 structures with the same formula, charge and spin, eV: 3.1427
DFT total energy, eV: -29974.586
Max |F|, eV/A: 8.17
Lowest unoccupied orbital energy, eV: -1.909
Structure (SMILES): CC1OC(=S)C(=S)O1


Quick rundown of gap between HOMO and LUMO, same order as above: 10.2921; 10.8100; 9.5950; 3.9110; 10.1244; 7.4669; 6.7449 eV